{
  "formula": "C12H12O3",
  "method": "ωB97M-V/def2-TZVPD",
  "smiles": "C#C[C@]1(O)CC[C@@H](OO)c2ccccc21",
  "relative_energy_ev": 7.187,
  "e_homo_ha": -0.3456,
  "gap_ev": 10.07,
  "species": ["C", "C", "O", "O", "O", "C", "C", "C", "C", "C", "C", "C", "C", "C", "C", "H", "H", "H", "H", "H", "H", "H", "H", "H", "H", "H", "H"],
  "xyz": [[-0.895, 0.176, -3.134], [-0.509, 0.617, -2.044], [2.302, 1.629, 3.012], [2.716, 0.298, 2.544], [0.406, 2.585, -0.969], [-1.194, -0.215, 2.874], [-2.113, 0.454, 2.001], [0.080, -0.452, 2.568], [-1.457, 0.998, 0.794], [0.614, 0.011, 1.375], [-0.105, 0.666, 0.430], [2.653, 0.531, 0.143], [1.752, 0.565, -1.138], [2.110, -0.255, 1.346], [0.380, 1.111, -0.938], [-1.455, -0.246, -3.949], [1.315, 1.710, 2.836], [1.321, 2.847, -0.963], [-1.627, -0.575, 3.825], [-3.204, 0.591, 2.141], [0.584, -1.093, 3.347], [-2.053, 1.353, -0.032], [3.534, 0.120, -0.115], [2.946, 1.550, 0.395], [1.699, -0.446, -1.545], [2.214, 1.131, -1.902], [2.274, -1.374, 1.384]]
}

=====

{
  "formula": "C12H13BiBrO",
  "method": "ωB97M-V/def2-TZVPD",
  "charge": -1,
  "e_homo_ha": [-0.1041, -0.1042],
  "gap_ev": [4.77, 4.78],
  "species": ["C", "C", "C", "H", "C", "C", "H", "H", "H", "H", "Bi", "Br", "C", "C", "C", "H", "C", "C", "H", "H", "H", "H", "C", "C", "O", "H", "H", "H"],
  "xyz": [[-1.404, -1.165, -2.058], [-1.486, -2.198, -1.082], [-2.327, -1.684, 0.013], [-1.208, -3.246, -1.214], [-2.697, -0.337, -0.346], [-2.153, -0.053, -1.608], [-2.320, 0.867, -2.175], [-0.913, -1.246, -3.028], [-2.829, -2.294, 0.756], [-3.336, 0.311, 0.254], [-0.086, -1.404, 1.062], [0.784, -3.649, 2.027], [2.567, 1.320, -0.174], [1.840, 2.138, -1.084], [1.689, 1.413, -2.307], [1.475, 3.140, -0.875], [2.362, 0.162, -2.165], [2.864, 0.086, -0.829], [3.373, -0.768, -0.377], [2.856, 1.589, 0.844], [1.127, 1.741, -3.178], [2.453, -0.620, -2.915], [-0.400, 0.870, 3.853], [-0.434, 0.779, 2.377], [-0.630, 1.631, 1.538], [0.629, 0.686, 4.200], [-1.049, 0.083, 4.260], [-0.747, 1.847, 4.232]]
}

=====

{
  "formula": "C12H13CdN",
  "method": "ωB97M-V/def2-TZVPD",
  "relative_energy_ev": 0.000,
  "e_homo_ha": -0.3094,
  "gap_ev": 8.59,
  "species": ["Cd", "C", "H", "H", "H", "H", "H", "C", "C", "C", "C", "N", "C", "C", "C", "C", "C", "C", "C", "H", "H", "H", "H", "H", "H", "H", "H"],
  "xyz": [[-0.154, 0.501, 0.008], [0.066, 2.038, -1.487], [-0.881, 2.014, -2.040], [0.178, 3.031, -1.030], [0.893, 1.849, -2.185], [2.586, 0.104, -0.290], [2.654, 0.277, 0.455], [-1.408, -2.872, -2.892], [-2.158, -3.692, -2.043], [-2.229, -3.396, -0.687], [-1.558, -2.268, -0.190], [-0.854, -1.479, -1.038], [-0.760, -1.763, -2.344], [-1.571, -1.850, 1.232], [-2.266, -2.581, 2.234], [-2.241, -2.154, 3.567], [-1.504, -1.016, 3.918], [-0.804, -0.284, 2.921], [-0.892, -0.692, 1.605], [-1.320, -3.064, -3.961], [-2.689, -4.561, -2.437], [-2.800, -4.005, 0.013], [-0.157, -1.080, -2.958], [-2.823, -3.469, 1.949], [-2.793, -2.713, 4.322], [-1.471, -0.685, 4.954], [-0.218, 0.593, 3.212]]
}

=====

{
  "formula": "C12H13Cl2I2IrN3S3",
  "method": "ωB97M-V/def2-TZVPD",
  "charge": 2,
  "relative_energy_ev": 0.000,
  "e_homo_ha": [-0.5413, -0.5429],
  "gap_ev": [5.91, 5.59],
  "multiplicity": 2,
  "species": ["Ir", "I", "C", "I", "H", "H", "Cl", "C", "C", "C", "C", "C", "Cl", "C", "S", "H", "H", "H", "S", "C", "N", "C", "N", "C", "C", "N", "C", "S", "H", "H", "H", "H", "H", "H", "H", "H"],
  "xyz": [[0.144, 0.416, 0.069], [-1.625, 1.275, 2.054], [-2.363, 2.795, 0.765], [-1.329, 2.477, -1.067], [-2.091, 3.766, 1.161], [-3.428, 2.667, 0.615], [-0.031, -1.764, 1.337], [-0.958, -2.776, 0.247], [-1.437, -3.972, 0.722], [-2.131, -4.793, -0.162], [-2.321, -4.421, -1.482], [-1.817, -3.215, -1.942], [-2.054, -2.771, -3.581], [-1.129, -2.353, -1.068], [-0.479, -0.877, -1.698], [-1.274, -4.267, 1.750], [-2.527, -5.736, 0.191], [-2.861, -5.062, -2.165], [1.717, 1.025, 1.873], [2.809, -0.199, 1.524], [3.556, -1.053, 1.299], [3.438, 1.196, -4.175], [3.416, 0.069, -3.259], [4.207, -1.141, -3.550], [3.933, -2.041, -2.331], [2.931, -1.261, -1.584], [2.746, -0.072, -2.134], [1.802, 1.230, -1.473], [2.987, 0.912, -5.126], [4.472, 1.495, -4.345], [2.899, 2.041, -3.756], [5.258, -0.875, -3.654], [3.864, -1.583, -4.485], [4.817, -2.184, -1.713], [3.531, -3.011, -2.608], [2.744, -1.444, -0.606]]
}

=====

{
  "formula": "C12H13ClF5N6S2",
  "method": "ωB97M-V/def2-TZVPD",
  "smiles": "NC[n+]1c(C(F)(F)C(F)(F)F)nn(CCCSC(=S)n2ccnc2)c1Cl",
  "charge": 1,
  "e_homo_ha": -0.4020,
  "gap_ev": 6.58,
  "species": ["N", "C", "N", "C", "C", "F", "F", "C", "F", "F", "F", "N", "N", "C", "C", "C", "S", "C", "S", "N", "C", "C", "N", "C", "C", "Cl", "H", "H", "H", "H", "H", "H", "H", "H", "H", "H", "H", "H", "H"],
  "xyz": [[-2.107, 1.697, 2.733], [-1.016, 1.170, 3.613], [-0.047, 0.430, 2.744], [0.044, -1.005, 2.599], [-0.801, -2.195, 3.223], [-0.026, -2.861, 4.206], [-2.074, -1.830, 3.696], [-1.027, -3.284, 2.033], [-2.071, -4.187, 2.332], [0.120, -4.077, 1.813], [-1.399, -2.550, 0.873], [1.110, -1.319, 1.722], [1.659, -0.170, 1.280], [2.780, -0.263, 0.300], [2.282, -1.139, -0.979], [1.287, -0.211, -1.841], [0.872, -1.178, -3.399], [0.536, 0.182, -4.627], [1.213, 0.256, -6.154], [-0.397, 1.237, -4.136], [-1.567, 0.813, -3.381], [-2.230, 2.179, -3.127], [-1.399, 3.235, -3.688], [-0.259, 2.663, -4.329], [1.004, 0.941, 1.885], [1.428, 2.691, 1.630], [-2.979, 1.243, 3.054], [-2.245, 2.695, 2.980], [-1.467, 0.443, 4.362], [-0.480, 2.046, 4.136], [3.128, 0.734, -0.122], [3.613, -0.863, 0.811], [3.154, -1.475, -1.632], [1.708, -2.075, -0.676], [0.312, 0.047, -1.308], [1.812, 0.784, -2.093], [-1.860, -0.242, -3.093], [-3.222, 2.269, -2.570], [0.611, 3.171, -4.871]]
}

=====

{
  "formula": "C12H13CrF3O4",
  "method": "ωB97M-V/def2-TZVPD",
  "charge": 2,
  "e_homo_ha": [-0.6072, -0.6072],
  "gap_ev": [5.73, 6.48],
  "multiplicity": 3,
  "species": ["C", "C", "C", "O", "C", "O", "O", "C", "F", "F", "F", "O", "C", "C", "C", "C", "C", "C", "C", "H", "H", "H", "H", "H", "H", "H", "H", "H", "H", "H", "H", "H", "Cr"],
  "xyz": [[0.434, 2.676, -1.275], [-0.036, 1.272, -0.950], [-1.405, 1.259, -0.261], [-2.455, 1.456, -1.194], [-2.628, 0.411, -2.016], [-2.135, -0.662, -1.870], [-3.424, 0.812, -3.017], [-4.090, -0.179, -3.759], [-4.728, -1.017, -2.938], [-3.228, -0.865, -4.516], [-4.959, 0.463, -4.526], [0.932, 0.660, -0.058], [0.864, -0.749, -0.045], [1.432, -1.146, 1.286], [0.939, -0.529, 2.454], [1.564, -0.754, 3.706], [2.631, -1.676, 3.822], [3.159, -2.251, 2.663], [2.594, -1.947, 1.391], [0.322, 3.332, -0.409], [1.494, 2.652, -1.535], [-0.126, 3.077, -2.116], [-0.071, 0.679, -1.867], [-1.585, 0.336, 0.297], [-1.455, 2.091, 0.443], [-0.161, -1.137, -0.125], [1.447, -1.188, -0.860], [0.130, 0.188, 2.371], [1.221, -0.219, 4.585], [3.105, -1.842, 4.783], [4.062, -2.850, 2.709], [3.069, -2.295, 0.480], [3.087, -0.060, 2.346]]
}

=====

{
  "formula": "C12H13IS",
  "method": "ωB97M-V/def2-TZVPD",
  "e_homo_ha": [-0.2683, -0.3012],
  "gap_ev": [6.86, 8.04],
  "species": ["C", "C", "C", "C", "C", "C", "C", "C", "C", "C", "C", "C", "S", "I", "H", "H", "H", "H", "H", "H", "H", "H", "H", "H", "H", "H", "H"],
  "xyz": [[-0.324, 1.228, 2.954], [-0.316, -0.049, 2.511], [-0.289, 2.243, 1.949], [-0.152, 0.660, 0.100], [-0.178, -0.326, 1.129], [-0.265, 1.981, 0.612], [0.056, 0.349, -1.296], [0.639, -0.669, -1.823], [-0.212, -1.727, 0.883], [-0.326, 3.110, -0.373], [0.753, -2.663, 1.555], [0.869, -1.403, -3.060], [-0.181, -0.891, -4.575], [-1.790, -2.666, -0.171], [-0.223, 1.513, 4.051], [-0.203, -0.907, 3.183], [-0.617, 3.298, 2.201], [-0.328, 1.154, -1.918], [0.443, 2.818, -1.149], [-1.255, 3.075, -0.824], [-0.139, 4.167, -0.012], [1.779, -2.448, 1.275], [0.438, -3.658, 1.060], [0.619, -2.627, 2.606], [0.576, -2.500, -2.877], [1.860, -1.354, -3.396], [-1.234, -1.708, -4.594]]
}

=====

{
  "formula": "C12H13NO",
  "method": "ωB97M-V/def2-TZVPD",
  "relative_energy_ev": 8.856,
  "e_homo_ha": -0.3012,
  "gap_ev": 8.88,
  "species": ["C", "C", "C", "C", "C", "C", "C", "C", "C", "C", "C", "C", "H", "H", "H", "H", "H", "H", "H", "H", "H", "H", "H", "H", "H", "N", "O"],
  "xyz": [[-3.337, -0.445, 0.503], [-2.383, 0.804, 0.301], [-0.047, 0.743, -0.335], [0.126, 2.069, 0.030], [1.571, 2.561, -0.031], [2.597, 1.821, -0.360], [2.273, 0.392, -0.352], [3.384, -0.530, -0.110], [3.098, -1.858, -0.034], [1.795, -2.346, -0.044], [0.670, -1.587, -0.134], [0.953, -0.303, -0.435], [-3.477, -1.758, -1.253], [-5.048, -0.911, -1.027], [-4.293, -0.033, 1.372], [-2.830, -1.349, 1.240], [-2.822, 1.809, -0.326], [-1.978, 0.933, 1.717], [-0.437, 2.815, 0.221], [1.761, 3.722, 0.029], [3.738, 1.953, -0.603], [4.365, -0.140, -0.026], [4.201, -2.454, 0.625], [1.709, -3.373, 0.453], [-0.290, -1.944, 0.034], [-3.974, -0.706, -0.831], [-1.324, 0.116, -0.626]]
}